Computed, not measured: the molecule C5H9NO, with ωB97M-V with the def2-TZVPD basis set.

DFT total energy (eV): -8866.0605
Gap between HOMO and LUMO (spin up / spin down) (Ha): 0.295 / 0.295
SMILES: C/C=N\C(O)=C/C
Energy above the lowest of the compared OMol25 structures with the same formula, charge and spin (kJ/mol): 304.1
E_LUMO (spin up / spin down) (Ha): 0.012 / 0.012
2S+1: 1

Each atom is followed by the atoms it is bonded to, with distances in Å.
Geometry (Å):
1 C -1.845 0.534 0.463  C2 1.499, H8 1.091, H9 1.088, H10 1.096
2 C -0.447 0.845 0.907  C1 1.499, N3 1.327, H11 1.093
3 N 0.518 1.417 0.198  C2 1.327, C4 1.340
4 C 0.767 0.622 -0.851  N3 1.340, O5 1.358, C6 1.389
5 O 1.105 1.170 -2.047  C4 1.358, H12 0.966
6 C 0.587 -0.748 -0.715  C4 1.389, C7 1.506, H13 1.088
7 C 1.093 -1.592 0.425  C6 1.506, H14 1.093, H15 1.094, H16 1.089
8 H -2.211 -0.370 0.951  C1 1.091
9 H -1.912 0.418 -0.617  C1 1.088
10 H -2.504 1.350 0.781  C1 1.096
11 H -0.369 0.999 1.986  C2 1.093
12 H 1.047 2.130 -1.966  O5 0.966
13 H 0.489 -1.301 -1.647  C6 1.088
14 H 0.338 -2.317 0.738  C7 1.093
15 H 1.967 -2.170 0.109  C7 1.094
16 H 1.376 -0.988 1.286  C7 1.089

Atom charges from the Mulliken analysis, given in e for atoms 1 to 6:
1 C -0.990
2 C -0.028
3 N -0.616
4 C 0.620
5 O -0.508
6 C -0.328